Computed, not measured: a structure of composition C25H50N2O2OsP2 in a non-equilibrium geometry, with ωB97M-V/def2-TZVPD.

Element x y z (Å)
Os -0.90 0.00 -1.24
C -1.93 -0.20 -2.79
O -2.58 -0.37 -3.75
C -1.10 -1.79 -0.83
O -1.22 -2.93 -0.58
P 1.23 -0.25 -2.10
C 2.62 -0.91 -1.06
H 3.42 -1.10 -1.79
C 1.13 -1.38 -3.60
H 0.33 -2.07 -3.28
C 1.78 1.45 -2.58
H 2.07 1.93 -1.63
C -2.76 2.59 -0.02
P -2.34 0.82 0.38
H -2.92 1.18 2.67
H -1.83 3.13 0.24
C -4.04 -0.01 0.50
H -4.58 0.67 1.18
C 0.67 -0.71 -4.90
H 1.38 0.05 -5.26
H -0.32 -0.25 -4.80
H 0.59 -1.49 -5.67
C 2.40 -2.21 -3.83
H 2.18 -2.97 -4.59
H 2.73 -2.73 -2.93
H 3.22 -1.59 -4.21
C 3.00 1.47 -3.51
H 3.86 0.96 -3.07
H 3.29 2.52 -3.68
H 2.79 1.03 -4.49
C 0.57 2.23 -3.10
H 0.80 3.31 -3.04
H -0.31 2.03 -2.45
H 0.33 1.98 -4.14
C 3.14 0.11 -0.04
H 3.37 1.08 -0.50
H 4.07 -0.28 0.40
H 2.42 0.27 0.77
C 2.27 -2.24 -0.38
H 1.67 -2.08 0.53
H 3.19 -2.75 -0.08
H 1.70 -2.93 -1.02
C -3.90 3.15 0.84
H -3.67 3.17 1.91
H -4.84 2.61 0.69
H -4.08 4.19 0.53
C -3.02 2.81 -1.51
H -4.07 2.65 -1.77
C -1.48 -0.42 2.80
H -2.40 2.17 -2.14
H -2.78 3.86 -1.76
C -0.95 2.06 2.53
H -0.62 -0.29 3.48
H -2.27 -0.90 3.38
H -1.17 -1.13 2.02
C -1.94 0.93 2.22
H -0.78 2.11 3.61
H -1.31 3.04 2.21
H 0.01 1.88 2.04
C -4.03 -1.40 1.14
H -3.23 -2.04 0.75
H -4.98 -1.89 0.91
H -3.95 -1.36 2.23
C -4.75 -0.05 -0.85
H -4.92 0.94 -1.29
H -5.73 -0.53 -0.71
H -4.19 -0.66 -1.58
H 1.32 -1.56 2.96
H -0.20 0.76 0.15
N 2.52 0.54 3.60
C 2.74 -0.68 4.17
C 3.67 -0.90 5.18
C 3.85 -2.20 5.66
C 3.08 -3.26 5.14
C 2.16 -3.01 4.16
N 2.00 -1.73 3.69
H 1.85 0.73 2.86
H 3.07 1.32 3.93
H 4.25 -0.06 5.54
H 4.58 -2.39 6.43
H 3.23 -4.28 5.49
H 1.51 -3.75 3.70

E_HOMO (spin up / spin down)   -18.592 / -20.563 eV
Spin multiplicity   5
Charge   +4
ΔE to the lowest compared entry with this formula, charge and spin   0.0 kJ/mol
Electronic energy   -2014.3075 a.u.

And the Löwdin charges, in e, turn out to be: 1.046 -0.337 0.193 -0.381 0.167 0.944 -0.510 0.117 -0.485 0.100 -0.522 0.100 -0.505 0.915 0.126 0.105 -0.471 0.117 -0.072 0.078 0.057 0.118 -0.066 0.117 0.066 0.103 -0.053 0.089 0.116 0.076 -0.108 0.113 -0.005 0.097 -0.100 0.077 0.103 0.035 -0.107 0.048 0.105 0.077 -0.059 0.086 0.091 0.119 -0.099 0.091 -0.109 0.014 0.114 -0.110 0.055 0.091 0.048 -0.492 0.103 0.079 0.045 -0.073 0.058 0.111 0.078 -0.072 0.073 0.115 0.067 0.152 -0.024 0.349 -0.201 0.136 0.103 0.105 0.111 0.187 0.118 0.174 0.171 0.166 0.169 0.178